1.
The following is a DFT calculation (ωB97M-V/def2-TZVPD) of a structure of composition C28H21FN3O7Os.

The geometry in ORCA input format:
```
! wB97M-V def2-TZVPD RIJCOSX def2/J DEFGRID3
* xyz 1 5
Os -0.4797 -0.6242 -1.1828
C 5.8664 -4.1408 1.2070
C 6.1273 -2.8381 0.4608
C 7.1616 -1.9985 1.1856
C 7.3689 -0.6717 0.4759
C 6.0629 0.0762 0.4404
C 6.0181 1.4486 0.4585
C 4.7951 2.1162 0.4193
F 4.8017 3.4540 0.4334
C 3.6123 1.4493 0.3665
C 3.6339 0.0477 0.3304
C 2.3970 -0.6769 0.1516
O 1.2732 -0.0951 0.2530
C 2.5280 -2.0543 -0.1427
C 3.7384 -2.6786 -0.0331
N 4.8647 -2.0431 0.2942
C 4.8556 -0.6445 0.3738
C 1.3689 -2.7770 -0.7094
O 1.0136 -3.8802 -0.4060
O 0.7419 -2.0398 -1.6636
H 6.8258 -4.5841 1.4736
H 5.3315 -4.8792 0.6106
H 5.3065 -3.9535 2.1257
H 6.4967 -3.0584 -0.5441
H 8.0896 -2.5667 1.2326
H 6.8255 -1.8185 2.2115
H 7.7204 -0.8499 -0.5447
H 8.1283 -0.0718 0.9756
H 6.9337 2.0259 0.4938
H 2.6769 1.9889 0.3115
H 3.8059 -3.7441 -0.2028
O 1.1612 2.8627 -1.4031
C 0.3613 1.9845 -1.4891
O 0.4736 0.8235 -2.1453
C -0.9909 2.1008 -0.8089
C -1.4361 3.2796 -0.2373
C -2.7059 3.3039 0.2799
C -3.5531 2.1834 0.1525
C -4.9004 2.2045 0.5855
C -5.7049 1.1229 0.3847
C -5.2005 -0.0208 -0.2728
C -3.9003 -0.0819 -0.6888
C -3.0498 1.0122 -0.4544
N -1.7274 0.9840 -0.8482
H -0.7647 4.1260 -0.2139
H -3.0861 4.1983 0.7606
H -5.2769 3.1014 1.0628
H -6.7392 1.1503 0.6990
H -5.8620 -0.8555 -0.4679
H -3.5348 -0.9356 -1.2416
O -2.2145 -2.8380 -2.0189
C -2.0241 -2.9770 -0.8294
C -2.2875 -4.1570 0.0663
C -1.9738 -3.6446 1.4805
C -1.3925 -2.2554 1.2933
O -0.9400 -1.5155 2.1183
N -1.4800 -1.9328 -0.0819
H -1.6072 -4.9491 -0.2452
H -3.3053 -4.5167 -0.0703
H -1.2458 -4.2557 2.0104
H -2.8598 -3.5592 2.1095
*
```

Values from the calculation:
DFT total energy: -1960.94679 Eh
Expectation value of S²: 6.019
Energy above the lowest of the compared OMol25 structures with the same formula, charge and spin: 1.5 kcal/mol
E_LUMO (spin up / spin down): -4.0 / -5.4 eV
HOMO (spin up / spin down): -11.404 / -11.425 eV
Frontier orbital gap (spin up / spin down): 0.27277 / 0.22297 Eh

Löwdin population analysis, charges in e, atoms 1 to 4:
1. Os 1.975
2. C -0.036
3. C -0.290
4. C -0.144

=====

2.
The following is a DFT calculation (ωB97M-V/def2-TZVPD) of a structure of composition C27H35NO2S6V at a distorted geometry.

The geometry in ORCA input format:
```
! wB97M-V def2-TZVPD RIJCOSX def2/J DEFGRID3
* xyz 0 4
V 0.1362 0.2540 -0.0634
S 2.2970 1.2061 -0.1792
C 2.1646 2.6490 0.7589
C 3.3137 3.4191 1.0104
C 3.2554 4.5684 1.7655
C 2.0415 5.0104 2.2809
C 0.8989 4.2663 2.0543
C 0.9576 3.0936 1.3159
S -0.5313 2.1131 1.1967
C -1.3661 2.9925 -0.1627
C -1.1680 2.3456 -1.5026
C -1.7826 2.9346 -2.5923
C -1.6555 2.3682 -3.8521
C -0.8480 1.2452 -3.9644
C -0.2278 0.7252 -2.8452
C 0.7389 -0.4032 -2.9843
S 0.7219 -1.4882 -1.5108
C -0.8153 -2.3315 -1.8236
C -0.8158 -3.4014 -2.7046
C -1.9838 -4.0957 -2.9625
C -3.1590 -3.7119 -2.3257
C -3.1602 -2.6524 -1.4487
C -1.9875 -1.9354 -1.1712
S -2.0572 -0.6375 -0.0373
N -0.4125 1.2347 -1.6065
H 4.2505 3.0736 0.5985
H 4.1564 5.1308 1.9613
H 1.9909 5.9136 2.8679
H -0.0535 4.5809 2.4586
H -0.9935 4.0210 -0.1717
H -2.4284 2.9972 0.0954
H -2.3716 3.8248 -2.4386
H -2.1466 2.7930 -4.7115
H -0.6875 0.7755 -4.9213
H 1.7621 -0.0124 -3.0065
H 0.5452 -0.9986 -3.8774
H 0.1078 -3.6873 -3.1873
H -1.9837 -4.9162 -3.6649
H -4.0807 -4.2411 -2.5211
H -4.0652 -2.3287 -0.9560
C -2.7153 -6.1740 1.2101
C -2.4460 -4.6852 1.3919
C -0.9841 -4.3656 1.1409
S -0.6219 -2.6331 1.6935
O 0.6280 -2.2906 0.9885
C -0.0826 -3.0325 3.4339
C 1.3904 -3.3799 3.5335
C 1.7079 -4.8705 3.4679
H -3.7681 -6.4040 1.3549
H -2.1375 -6.7529 1.9279
H -2.4303 -6.4909 0.2091
H -2.7141 -4.3813 2.4075
H -3.0638 -4.1110 0.6996
H -0.7506 -4.3921 0.0771
H -0.3270 -5.0514 1.6690
H -0.7399 -3.8048 3.8220
H -0.2853 -2.1027 3.9627
H 1.7784 -2.9794 4.4721
H 1.8956 -2.8660 2.7087
H 1.0206 -5.4550 4.0807
H 2.7155 -5.0419 3.8443
H 1.6646 -5.2351 2.4474
C 1.7338 1.5432 4.3008
S 1.6478 -0.1166 3.5015
C 3.3238 -0.0662 2.7533
O 0.6754 0.0403 2.4043
H 2.4208 1.4896 5.1367
H 0.7345 1.7845 4.6501
H 2.0510 2.2933 3.5845
H 4.0594 -0.2227 3.5364
H 3.4857 0.8838 2.2568
H 3.3657 -0.8661 2.0191
*
```

Values from the calculation:
DFT total energy: -4588.23435 Eh
Expectation value of S²: 3.769
Energy above the lowest of the compared OMol25 structures with the same formula, charge and spin: 36.4 kcal/mol
E_LUMO (spin up / spin down): 0.5 / 0.5 eV
HOMO (spin up / spin down): -5.829 / -6.814 eV
Frontier orbital gap (spin up / spin down): 0.23286 / 0.26735 Eh

Löwdin population analysis, charges in e, atoms 1 to 4:
1. V -0.042
2. S 0.676
3. C -0.677
4. C -0.128

=====

3.
The following is a DFT calculation (ωB97M-V/def2-TZVPD) of a cluster of 6 separate species, C33H61Cl2N3O13P in total at a distorted geometry.

The geometry in ORCA input format:
```
! wB97M-V def2-TZVPD RIJCOSX def2/J DEFGRID3
* xyz 1 1
C 0.2092 0.9666 4.7356
C 1.5975 0.4865 4.1063
C 1.5910 0.5125 2.5129
O 0.3443 0.0646 1.8890
C 0.3674 -1.3094 1.5826
C 1.1154 -1.9481 0.4077
C 1.9347 -0.9196 -0.5296
Cl 3.5835 -1.5780 -1.0059
C 1.0467 -0.6008 -1.8537
C -0.4051 -1.2746 -1.8529
Cl 0.8264 1.2109 -2.1106
N 1.1934 -3.3021 0.0255
N 0.5284 -4.2317 0.6933
C -0.2339 -3.7951 1.7713
P -1.2092 -5.2174 2.6272
O -0.7872 -6.5822 2.0108
C -0.4381 -2.3933 2.3989
N -1.2728 -2.0450 3.5431
C -2.7350 -2.2101 3.2865
C -0.8278 -2.6565 4.7976
C 0.6647 -2.7393 5.3284
O -1.7143 -3.2068 5.5094
H 0.2043 0.9757 5.8737
H 0.0087 2.0270 4.3303
H -0.6625 0.3201 4.3892
H 2.4449 1.1868 4.4869
H 1.9199 -0.5677 4.4188
H 2.4639 -0.0707 2.0739
H 1.7537 1.6094 2.1942
H 2.1127 0.0815 -0.0261
H 1.6155 -1.0484 -2.7418
H -1.0708 -0.9863 -0.9791
H -0.2779 -2.4126 -1.9703
H -0.9472 -0.9435 -2.8129
H 1.7661 -3.5995 -0.7876
H -0.8205 -5.2636 4.0018
H -2.6207 -5.1097 2.4051
H -2.9773 -1.6400 2.3291
H -3.2832 -1.6618 4.1352
H -3.1146 -3.2795 3.3081
H 1.4105 -3.0550 4.5089
H 1.0199 -1.7657 5.8302
H 0.7509 -3.5406 6.1477
O -4.1329 -2.1778 -0.7496
C -4.0459 -3.3522 -1.0358
O -2.8290 -3.9063 -1.2226
C -2.5907 -5.3165 -1.3412
C -2.7528 -5.7785 -2.7744
C -5.2660 -4.1873 -1.2761
H -3.2151 -5.8818 -0.6457
H -1.5562 -5.4763 -1.0268
H -3.7733 -5.6251 -3.1319
H -2.5098 -6.8395 -2.8661
H -2.0952 -5.2082 -3.4361
H -5.5803 -4.0840 -2.3219
H -6.0658 -3.8257 -0.6259
H -5.1328 -5.2409 -1.0343
O 4.3682 0.9053 4.3481
C 5.3092 1.5212 3.8913
O 6.1989 2.0948 4.7186
C 7.4528 2.6493 4.2947
C 7.2899 4.0908 3.8580
C 5.4515 1.7340 2.4131
H 7.9188 2.0287 3.5259
H 8.1122 2.6099 5.1642
H 6.6266 4.1767 2.9948
H 8.2572 4.5242 3.5949
H 6.8449 4.6844 4.6603
H 4.8841 2.6193 2.1170
H 5.0450 0.8610 1.8973
H 6.4836 1.8285 2.0799
O 3.2876 3.6790 1.0631
C 2.3195 4.4010 0.9388
O 1.6052 4.7554 2.0223
C 0.5898 5.7706 2.0204
C -0.7529 5.1958 1.6187
C 1.8436 4.8376 -0.4154
H 0.8834 6.6209 1.4010
H 0.5292 6.1420 3.0456
H -0.7327 4.8020 0.6005
H -1.5312 5.9594 1.6781
H -1.0242 4.3649 2.2753
H 1.1777 4.0771 -0.8272
H 2.7117 4.9442 -1.0694
H 1.3450 5.8043 -0.4170
O 0.5917 6.8308 -2.5139
C 1.5428 7.4294 -2.9629
O 2.4674 7.9427 -2.1282
C 3.7333 8.4697 -2.5523
C 3.6141 9.9312 -2.9326
C 1.6691 7.6922 -4.4346
H 4.1655 7.8628 -3.3512
H 4.4044 8.3754 -1.6959
H 2.9411 10.0721 -3.7807
H 4.5916 10.3409 -3.1958
H 3.2024 10.5093 -2.1017
H 1.1286 8.6058 -4.6873
H 1.2245 6.8537 -4.9747
H 2.6984 7.7641 -4.7819
O -6.4176 -4.7591 -3.7600
C -6.5279 -5.3024 -4.8390
O -7.7217 -5.7764 -5.2300
C -8.0135 -6.2308 -6.5600
C -7.6479 -7.6913 -6.7282
C -5.3324 -5.5382 -5.7146
H -7.5396 -5.5914 -7.3082
H -9.0909 -6.1131 -6.6919
H -6.5769 -7.8557 -6.5928
H -7.9287 -8.0458 -7.7222
H -8.1596 -8.3013 -5.9797
H -4.8524 -6.4756 -5.4280
H -4.6280 -4.7166 -5.5666
H -5.5623 -5.5516 -6.7784
*
```

Values from the calculation:
DFT total energy: -3697.72404 Eh
E_LUMO: -4.9 eV
HOMO: -11.918 eV
Frontier orbital gap: 0.25859 Eh

Löwdin population analysis, charges in e, atoms 1 to 4:
1. C -0.099
2. C -0.205
3. C -0.157
4. O -0.059